1.
This record from the Open Molecules 2025 dataset describes C36H99CuN9O13S as an isolated structure at a distorted geometry. The level of theory is the ωB97M-V functional and the def2-TZVPD basis.

The geometry in XYZ format:
```
159
Properties=species:S:1:pos:R:3
Cu -3.9085 -16.8653 -15.7173
S -6.1325 -16.2508 -13.9937
O -6.1098 -16.7355 -12.6667
O -7.3397 -15.4831 -14.2283
O -4.9656 -15.4971 -14.1860
O -6.1037 -17.2828 -14.9903
C -1.2012 -17.4350 -12.5273
C -2.5564 -18.1235 -12.2387
C -3.1450 -17.6336 -10.8714
O -2.3544 -18.1645 -9.8499
C -3.1278 -18.2938 -8.6951
N -3.3822 -17.6956 -13.3529
H -0.9563 -17.7424 -13.5439
H -0.4909 -17.8990 -11.8430
H -1.1161 -16.3484 -12.5156
H -2.6237 -19.2100 -12.2938
H -4.1737 -17.9809 -10.7759
H -3.1633 -16.5449 -10.8225
H -2.6308 -18.6807 -7.8054
H -3.9793 -18.9676 -8.7901
H -3.5937 -17.3696 -8.3534
H -4.2094 -18.2706 -13.4245
H -3.7990 -16.8180 -13.0768
C -6.9809 -10.9066 -16.0450
C -7.6681 -12.1739 -15.4842
C -9.0841 -12.3311 -15.9114
O -9.8569 -11.2275 -15.4663
C -11.2759 -11.4357 -15.7259
N -6.9705 -13.3673 -15.9685
H -7.6882 -10.0896 -15.9027
H -6.8704 -10.9496 -17.1286
H -6.0645 -10.5168 -15.6019
H -7.5949 -12.2076 -14.3972
H -9.3792 -13.2847 -15.4735
H -9.1262 -12.4780 -16.9906
H -11.9600 -10.9055 -15.0632
H -11.5718 -12.4844 -15.7530
H -11.4692 -11.0864 -16.7401
H -6.0195 -13.4275 -15.6339
H -7.4610 -14.1442 -15.5491
C -2.3612 -20.3493 -15.6558
C -2.7940 -20.0828 -17.1110
C -3.4443 -21.2784 -17.7890
O -3.7274 -21.0488 -19.0824
C -5.1096 -21.5174 -19.3360
N -3.7480 -18.9673 -17.0521
H -3.1326 -20.9352 -15.1561
H -2.3110 -19.3654 -15.1894
H -1.4001 -20.8220 -15.4535
H -1.8932 -19.7790 -17.6444
H -4.3518 -21.4390 -17.2069
H -2.8151 -22.1595 -17.6631
H -5.8922 -20.7869 -19.1313
H -5.3723 -22.4557 -18.8474
H -5.1613 -21.7793 -20.3928
H -4.6342 -19.4068 -16.8481
H -3.8658 -18.6260 -17.9953
C 2.2707 -14.3915 -21.7491
C 1.1187 -14.4687 -20.7818
C 0.8353 -15.9583 -20.3278
O -0.1816 -16.0229 -19.4138
C -0.6190 -17.3675 -19.1488
N 1.3822 -13.5573 -19.6405
H 2.0238 -15.1083 -22.5323
H 3.1074 -14.6890 -21.1170
H 2.4467 -13.4077 -22.1841
H 0.1978 -14.1865 -21.2922
H 1.7708 -16.2724 -19.8648
H 0.6602 -16.5740 -21.2100
H -0.4813 -17.9791 -20.0405
H -1.6224 -17.1771 -18.7680
H 0.0407 -17.6795 -18.3391
H 1.3081 -12.5992 -19.9514
H 0.6362 -13.8101 -19.0082
C -2.4197 -12.8484 -13.1632
C -3.7818 -12.7542 -12.2851
C -4.0412 -11.3778 -11.5178
O -5.2971 -11.4092 -10.8320
C -5.7187 -10.2192 -10.1383
N -4.7257 -12.9546 -13.3657
H -1.4921 -12.5630 -12.6670
H -2.3696 -12.2129 -14.0474
H -2.1992 -13.8599 -13.5042
H -4.0466 -13.6441 -11.7141
H -3.9709 -10.4725 -12.1207
H -3.2236 -11.2299 -10.8122
H -6.1408 -9.4249 -10.7539
H -4.8221 -9.7914 -9.6897
H -6.4579 -10.2653 -9.3386
H -5.6731 -12.7564 -13.0774
H -4.6855 -13.9048 -13.7058
C -6.1967 -20.0200 -11.6638
C -6.2790 -20.0178 -13.2115
C -6.2629 -21.3969 -13.8303
O -5.1729 -22.0577 -13.2653
C -5.3126 -23.5193 -13.4561
N -7.5642 -19.3698 -13.4341
H -6.9139 -20.6796 -11.1752
H -6.4933 -19.0250 -11.3321
H -5.2476 -20.4194 -11.3064
H -5.3617 -19.5556 -13.5760
H -6.1067 -21.3714 -14.9088
H -7.2310 -21.8555 -13.6290
H -6.2472 -23.8841 -13.0300
H -4.5297 -24.0091 -12.8770
H -5.3802 -23.8912 -14.4784
H -7.4048 -18.8036 -14.2552
H -7.6034 -18.6579 -12.7188
C -1.2363 -14.7178 -16.5384
C -2.6861 -14.4264 -16.9524
C -2.6797 -13.1263 -17.8105
O -2.4324 -11.9099 -17.0542
C -3.6323 -11.4684 -16.3390
N -3.1271 -15.5918 -17.6788
H -0.5571 -14.7532 -17.3902
H -1.1218 -15.6936 -16.0664
H -1.0464 -14.0915 -15.6668
H -3.2750 -14.2142 -16.0600
H -3.6959 -12.9968 -18.1829
H -1.9679 -12.9945 -18.6254
H -4.0949 -12.2109 -15.6888
H -4.3202 -11.2481 -17.1553
H -3.4723 -10.5644 -15.7514
H -2.5094 -15.7433 -18.4633
H -4.0392 -15.3999 -18.0678
C -6.4563 -17.8920 -18.4081
C -7.0695 -16.4933 -18.3282
C -8.4807 -16.4630 -17.9194
O -9.0867 -17.1058 -18.9622
C -10.2572 -17.8112 -18.6406
N -6.3013 -15.7505 -17.3572
H -6.2334 -18.3020 -17.4231
H -5.5730 -17.8462 -19.0451
H -7.1128 -18.6137 -18.8943
H -6.9114 -16.0791 -19.3239
H -8.9827 -15.5012 -17.8144
H -8.6408 -16.9411 -16.9529
H -11.0749 -17.2073 -18.2473
H -9.9812 -18.5884 -17.9280
H -10.5556 -18.3247 -19.5546
H -6.3114 -16.2471 -16.4778
H -6.6546 -14.8126 -17.2324
C 1.7007 -16.8910 -16.2125
C 2.2264 -17.2934 -14.8321
C 1.8559 -18.7887 -14.3445
O 2.1891 -19.0816 -12.9774
C 1.4604 -20.2026 -12.3941
N 3.6489 -16.9456 -14.7012
H 1.8773 -15.8639 -16.5322
H 0.6173 -16.9966 -16.2672
H 2.0839 -17.6607 -16.8824
H 1.6788 -16.6730 -14.1227
H 2.2376 -19.5392 -15.0368
H 0.7819 -18.7377 -14.5237
H 1.8472 -20.3951 -11.3934
H 1.7652 -21.0269 -13.0389
H 0.3922 -20.0183 -12.2797
H 3.9441 -17.3042 -13.8043
H 4.2601 -17.2786 -15.4330
```

Calculated values
spin multiplicity	1
largest force on an atom	7.17	eV/A
charge	-1
frontier orbital gap	7.43	eV
lowest unoccupied orbital energy	2.20	eV

These are the Mulliken partial charges, in e, on atoms 1 to 5:
1 Cu 3.318
2 S 0.857
3 O -0.507
4 O -1.080
5 O -1.622

=====

2.
This record from the Open Molecules 2025 dataset describes a 3-piece molecular cluster, C3H5NO2 overall at a distorted geometry. The level of theory is the ωB97M-V functional and the def2-TZVPD basis.

The geometry in XYZ format:
```
11
Properties=species:S:1:pos:R:3
C -2.0741 0.7070 -0.5124
N -2.2612 0.0821 0.4397
H -1.8901 1.2834 -1.3930
C 1.1462 1.0544 0.0282
O 0.4926 1.2421 -0.9709
H 0.7134 1.1354 1.0434
H 2.2096 0.7672 -0.0266
C 0.4060 -1.5790 0.3486
O 1.3870 -1.6863 1.0456
H -0.5805 -1.2922 0.7496
H 0.4511 -1.7141 -0.7523
```

Calculated values
spin multiplicity	1
largest force on an atom	1.20	eV/A
charge	0
frontier orbital gap	10.55	eV
SMILES	C#N.C=O.C=O
lowest unoccupied orbital energy	0.41	eV
ΔE to the lowest compared entry with this formula, charge and spin	3.231	eV

These are the Mulliken partial charges, in e, on atoms 1 to 5:
1 C 0.181
2 N -0.477
3 H 0.288
4 C -0.271
5 O -0.417

=====

3.
This record from the Open Molecules 2025 dataset describes an isolated ion of composition C2H6O2PS2 and charge +1 at a distorted geometry. The level of theory is the ωB97M-V functional and the def2-TZVPD basis.

The geometry in XYZ format:
```
13
Properties=species:S:1:pos:R:3
C -1.8761 0.2178 0.3863
C -1.0925 -0.2071 -0.9277
O -1.2206 -0.2825 1.3892
O 0.1900 0.3030 -0.8480
P 1.1990 0.0547 0.3102
S 2.0343 -1.8862 -0.1629
S 2.5146 1.6922 -0.0482
H -2.3972 1.2136 0.6705
H -2.7407 -0.4173 0.0496
H -1.0802 -1.2616 -0.8917
H -1.2972 0.2391 -1.8502
H 3.1266 -1.7447 0.6771
H 2.6399 2.0791 1.2459
```

Calculated values
spin multiplicity	1
largest force on an atom	2.63	eV/A
charge	+1
frontier orbital gap (alpha / beta)	6.11 / 6.10	eV
lowest unoccupied orbital energy (alpha / beta)	-7.92 / -7.92	eV
ΔE to the lowest compared entry with this formula, charge and spin	3.647	eV

These are the Mulliken partial charges, in e, on atoms 1 to 5:
1 C -0.039
2 C -0.523
3 O -0.427
4 O -0.169
5 P 0.652

=====

4.
This record from the Open Molecules 2025 dataset describes a 7-piece molecular cluster, C38H85N7 overall at a distorted geometry. The level of theory is the ωB97M-V functional and the def2-TZVPD basis.

The geometry in XYZ format:
```
130
Properties=species:S:1:pos:R:3
N 1.6493 0.5767 3.6607
C 2.4026 -0.5522 3.4416
C 1.8456 -1.1226 2.3222
C 0.7784 -0.4431 1.8890
C 0.6286 0.6618 2.7834
H 1.9625 1.2140 4.3789
H 3.2183 -0.8951 4.0608
H 2.3314 -1.9530 1.8316
H 0.1469 -0.7087 1.0542
H 0.0053 1.5392 2.6949
N 4.3507 1.5070 5.8461
C 3.6498 2.3494 6.6978
C 3.0468 1.5589 7.7462
C 3.4927 0.2358 7.5548
C 4.1937 0.1856 6.3264
H 4.7920 1.6793 4.9541
H 3.5656 3.4114 6.5208
H 2.5531 2.0271 8.5850
H 3.3018 -0.6859 8.0843
H 4.7457 -0.6162 5.8587
C 1.0335 -4.2213 -0.4512
C 0.6726 -5.6340 -0.3925
N 0.0680 -6.1254 -1.6446
C -0.9014 -7.2661 -1.5696
C -0.2078 -8.2539 -0.7167
C -0.6629 -5.1349 -2.5349
C -0.5538 -5.4963 -4.0434
H 0.1776 -3.5465 -0.4507
H 1.7284 -4.0989 -1.2820
H 1.4835 -3.9487 0.5034
H 1.5173 -6.1947 0.0076
H -0.0973 -5.8138 0.3579
H -1.8291 -7.0236 -1.0512
H -1.0061 -7.7696 -2.5306
H -0.7832 -9.1795 -0.7337
H 0.8110 -8.4399 -1.0567
H -0.1188 -8.0864 0.3567
H -0.3780 -4.0902 -2.4101
H -1.7309 -5.1098 -2.3187
H 0.4512 -5.8490 -4.2749
H -0.7795 -4.7353 -4.7904
H -1.1143 -6.3446 -4.4362
C 0.5482 1.0280 -1.3976
C 0.3921 0.6584 -2.8750
N -0.6979 1.3909 -3.5233
C -0.9819 0.8983 -4.8610
C -1.4509 -0.5659 -4.8341
C -0.3632 2.7860 -3.5661
C -1.5876 3.6961 -3.6665
H -0.2748 0.6217 -0.8096
H 0.5725 2.1023 -1.2147
H 1.4349 0.6083 -0.9226
H 1.3543 0.7805 -3.3725
H 0.3361 -0.4297 -2.9043
H -0.1624 0.7134 -5.5555
H -1.7928 1.4315 -5.3572
H -0.7171 -1.3697 -4.7749
H -1.9577 -0.8611 -5.7529
H -2.0798 -0.7233 -3.9578
H 0.3605 3.1925 -2.8597
H 0.2341 2.9631 -4.4606
H -1.8704 3.8106 -2.6200
H -1.2442 4.6864 -3.9655
H -2.3751 3.3048 -4.3105
C 7.0816 1.5136 -2.5168
C 6.0007 1.0626 -1.5139
N 6.1221 -0.3897 -1.1949
C 5.0245 -0.8264 -0.3407
C 3.6192 -0.7682 -0.9785
C 7.4804 -0.8179 -0.7143
C 7.5205 -2.3090 -0.2843
H 8.0891 1.2469 -2.1975
H 7.0071 2.5812 -2.7236
H 6.8248 1.0536 -3.4710
H 6.2041 1.4988 -0.5359
H 5.0635 1.4541 -1.9095
H 5.1155 -1.8878 -0.1103
H 5.1068 -0.2302 0.5681
H 2.8589 -0.9675 -0.2233
H 3.4743 0.2168 -1.4221
H 3.4966 -1.4614 -1.8108
H 7.9758 -0.1946 0.0302
H 8.1873 -0.5416 -1.4967
H 6.7445 -2.9209 -0.7443
H 7.4876 -2.4190 0.7996
H 8.5159 -2.5285 -0.6706
C -6.1313 0.5734 2.3807
C -5.9881 -0.3795 1.2090
N -4.7868 -0.1601 0.3497
C -4.8812 0.9671 -0.5569
C -3.9730 0.9091 -1.8462
C -3.3964 -0.1937 0.9159
C -3.1595 -1.3743 1.7423
H -6.7883 0.2734 3.1971
H -6.5942 1.4565 1.9404
H -5.2016 0.9222 2.8302
H -5.9004 -1.3758 1.6423
H -6.8697 -0.3728 0.5681
H -5.8956 1.0863 -0.9374
H -4.6306 1.9376 -0.1286
H -4.3000 1.6773 -2.5469
H -2.9248 1.1917 -1.7489
H -3.9947 0.0066 -2.4572
H -3.1709 0.7218 1.4629
H -2.6680 -0.2065 0.1051
H -3.7778 -1.3999 2.6396
H -2.1321 -1.5949 2.0321
H -3.3714 -2.2610 1.1448
C -2.2505 3.5018 2.9772
C -2.8177 4.8457 2.4835
N -3.5532 4.8464 1.2621
C -4.8165 4.1418 1.3869
C -5.8913 4.4992 0.3520
C -2.7865 4.5083 0.0257
C -1.3842 5.0106 0.0107
H -3.0564 2.7838 2.8256
H -1.8003 3.5202 3.9697
H -1.3993 3.3280 2.3188
H -3.3510 5.4701 3.2004
H -1.9447 5.4844 2.3492
H -4.7342 3.0576 1.4628
H -5.2493 4.2726 2.3787
H -5.7799 3.8844 -0.5411
H -6.8994 4.2594 0.6901
H -5.7962 5.5176 -0.0248
H -3.3293 5.1002 -0.7113
H -2.7793 3.4263 -0.1063
H -0.7566 4.3614 0.6212
H -1.3139 6.0627 0.2868
H -0.8922 5.0176 -0.9619
```

Calculated values
spin multiplicity	2
largest force on an atom	3.45	eV/A
charge	+1
<S²>	0.763
frontier orbital gap (alpha / beta)	6.74 / 2.75	eV
lowest unoccupied orbital energy (alpha / beta)	-3.24 / -7.22	eV

These are the Mulliken partial charges, in e, on atoms 1 to 5:
1 N 0.329
2 C -0.848
3 C -0.358
4 C 0.196
5 C -0.831

=====

5.
This record from the Open Molecules 2025 dataset describes one molecule with the formula C19H20N2O4. The level of theory is the ωB97M-V functional and the def2-TZVPD basis.

The geometry in XYZ format:
```
45
Properties=species:S:1:pos:R:3
C -2.7602 -0.8391 1.6002
C -1.5652 0.0454 1.6184
C -0.2420 -0.2727 1.5934
C 0.4970 0.9464 1.6161
C 1.9315 1.1124 1.5815
O 2.5104 2.1611 1.7962
C 2.7458 -0.1427 1.2650
O 2.1518 -0.8530 0.1889
C 2.8980 -1.8108 -0.3883
O 4.0273 -2.0739 -0.0295
C 2.1514 -2.4571 -1.4550
C 0.8285 -2.2284 -1.8128
C 0.5310 -3.0873 -2.8706
C 1.6732 -3.8120 -3.1299
N 2.6457 -3.4356 -2.2767
C 3.9789 -3.9752 -2.2800
C -0.4393 1.9768 1.6594
C -0.2199 3.4440 1.6666
N -1.6742 1.4186 1.6662
C -2.9181 2.1366 1.6256
C -3.4312 2.2464 0.2203
C -2.8076 2.0819 -0.9801
C -3.7977 2.3094 -1.9696
C -4.9419 2.5944 -1.2958
O -4.7317 2.5563 0.0337
H -3.4140 -0.5933 0.7632
H -3.3356 -0.7471 2.5226
H -2.4400 -1.8720 1.4989
H 0.1651 -1.2621 1.5679
H 3.7722 0.1432 1.0099
H 2.7827 -0.7828 2.1572
H 0.1759 -1.5198 -1.3438
H -0.4046 -3.1727 -3.3866
H 1.8496 -4.5709 -3.8678
H 4.5316 -3.5653 -1.4379
H 4.4919 -3.7119 -3.2079
H 3.9430 -5.0628 -2.1963
H -0.5618 3.8846 2.6041
H 0.8444 3.6370 1.5697
H -0.7519 3.9226 0.8441
H -3.6651 1.6219 2.2393
H -2.7688 3.1352 2.0498
H -1.7801 1.8273 -1.1416
H -3.6661 2.2648 -3.0308
H -5.9330 2.8317 -1.6266
```

Calculated values
spin multiplicity	1
largest force on an atom	0.90	eV/A
charge	0
frontier orbital gap	8.85	eV
SMILES	Cc1cc(C(=O)COC(=O)c2cccn2C)c(C)n1Cc1ccco1
lowest unoccupied orbital energy	0.68	eV
ΔE to the lowest compared entry with this formula, charge and spin	2.773	eV

These are the Mulliken partial charges, in e, on atoms 1 to 5:
1 C -1.681
2 C 0.458
3 C -0.634
4 C 0.628
5 C 0.588

=====

6.
This record from the Open Molecules 2025 dataset describes one molecule with the formula C4H6OS at a distorted geometry. The level of theory is the ωB97M-V functional and the def2-TZVPD basis.

The geometry in XYZ format:
```
12
Properties=species:S:1:pos:R:3
C -1.0448 -0.9944 1.1683
C -0.2920 -0.0011 0.3161
C 0.4940 1.0236 0.6536
S 1.0940 1.9585 -0.7374
C 0.7944 0.3988 -1.6697
O -0.2794 -0.2745 -1.0181
H -2.0315 -1.1028 0.7305
H -1.1518 -0.7907 2.2144
H -0.5521 -2.0105 1.1441
H 0.7850 1.3495 1.6385
H 1.7302 -0.1949 -1.7255
H 0.4540 0.6385 -2.7148
```

Calculated values
spin multiplicity	1
largest force on an atom	1.69	eV/A
charge	0
frontier orbital gap	8.78	eV
SMILES	CC1=CSCO1
lowest unoccupied orbital energy	0.97	eV
ΔE to the lowest compared entry with this formula, charge and spin	1.276	eV

These are the Mulliken partial charges, in e, on atoms 1 to 5:
1 C -1.101
2 C 0.265
3 C -0.160
4 S -0.140
5 C -0.272

=====

Q: Which formula does entry 6 have?
A: C4H6OS